15
Properties=species:S:1:pos:R:3:mulliken_spin:R:1 method="wB97M-V/def2-TZVPD" e_lumo_ev="0.60 / -3.82" spin_multiplicity=2 e_above_lowest_ev=1.065 e_tot_ha=-399.487322 fmax_ev_per_a=2.7 gap_ev="10.7 / 6.2" charge=0 e_homo_ev="-10.12 / -10.03"
C 0.673 -0.507 -0.763 0.000
C -0.830 -0.164 -0.812 0.290
C -1.269 0.730 0.600 -0.019
O -2.456 0.989 0.612 0.504
O -0.326 1.091 1.298 0.144
N 1.318 0.345 -1.861 0.048
H 1.185 -0.344 0.223 0.007
H 0.872 -1.588 -0.978 0.030
H -1.150 0.443 -1.700 0.004
H -1.385 -1.030 -0.606 -0.004
H 1.560 1.288 -1.560 -0.002
H 0.633 0.440 -2.604 -0.002
H 0.657 -0.101 2.204 0.000
H -0.165 -0.729 3.151 0.000
O 0.685 -0.863 2.795 0.001


20
Properties=species:S:1:pos:R:3:lowdin_charge:R:1 method="wB97M-V/def2-TZVPD" e_lumo_ev="-0.38 / -0.38" e_above_lowest_ev=2.625 e_tot_ha=-519.454592 fmax_ev_per_a=4.5 gap_ev="8.3 / 8.3" charge=0 e_homo_ev="-8.66 / -8.66"
C 0.181 1.702 -2.030 -0.252
C 0.592 -1.567 -0.347 -0.108
C 0.158 -0.623 -1.271 -0.294
C 1.067 0.050 1.173 -0.380
C 0.815 0.587 -1.461 -0.108
C 1.867 0.917 0.510 -0.146
C -1.281 -0.791 -1.682 -0.052
C 0.129 0.556 2.242 -0.008
N -0.330 2.578 -2.630 0.155
N 0.935 -1.209 0.845 0.156
F 2.998 0.556 -0.105 0.023
H 0.302 -2.574 -0.601 0.122
H 1.931 0.793 -1.919 0.197
H 1.965 1.875 0.949 0.117
H -1.432 -0.096 -2.579 0.088
H -1.958 -0.336 -0.865 0.114
H -1.682 -1.798 -2.025 0.102
H 0.298 1.750 2.297 0.132
H 0.436 0.186 3.208 0.074
H -0.914 0.383 2.042 0.069


22
Properties=species:S:1:pos:R:3:lowdin_charge:R:1 method="wB97M-V/def2-TZVPD" e_lumo_ev=-0.22 e_above_lowest_ev=1.619 e_tot_ha=-831.383934 fmax_ev_per_a=4.1 gap_ev=7.7 charge=0 e_homo_ev=-7.92
C -2.031 1.258 -0.769 -0.041
C -0.968 1.658 -1.742 -0.070
C -1.684 0.298 0.169 -0.073
C 0.235 0.973 -1.692 -0.031
C -0.361 -0.297 0.278 -0.074
C 0.303 -0.361 -1.103 -0.257
C 0.284 -1.585 -2.118 -0.344
C 0.193 -0.291 1.553 -0.169
C 1.613 -0.737 1.700 -0.512
N 1.411 -1.234 -1.521 0.194
N -0.324 0.426 2.646 0.142
O -0.423 -2.344 -2.718 0.121
F 1.900 -0.907 3.026 0.117
F 1.688 -1.958 1.049 0.090
F 2.625 -0.020 1.182 0.154
H -3.014 1.766 -0.753 0.106
H -0.963 2.588 -2.301 0.089
H -2.454 0.108 0.832 0.083
H 0.990 1.380 -2.458 0.140
H 2.291 -1.505 -1.091 0.143
H -0.148 -0.075 3.525 0.116
H -1.162 0.859 2.307 0.078


27
Properties=species:S:1:pos:R:3:lowdin_charge:R:1 method="wB97M-V/def2-TZVPD" e_lumo_ev=3.01 e_above_lowest_ev=6.146 e_tot_ha=-1033.255731 fmax_ev_per_a=9.2 gap_ev=6.5 charge=-1 e_homo_ev=-3.47
C -0.975 -0.467 -2.575 -0.223
C -0.151 0.736 -2.085 -0.184
N 0.745 0.553 -0.901 -0.049
C 1.750 1.422 -0.444 -0.020
C 2.367 0.880 0.735 -0.014
N 1.593 -0.213 1.018 -0.080
C 0.661 -0.456 0.034 -0.006
C 1.679 -1.005 2.265 -0.045
H -0.292 -1.118 -3.121 0.061
H -1.671 -0.201 -3.370 0.073
H -1.458 -1.018 -1.768 -0.363
H -0.901 1.501 -1.884 0.109
H 0.516 1.055 -2.887 0.101
H 1.978 2.351 -0.946 0.103
H 3.094 1.255 1.440 0.113
H -0.133 -1.186 0.089 0.120
H 2.190 -1.965 2.194 0.078
H 0.696 -1.166 2.708 0.060
H 2.165 -0.539 3.122 0.088
C -1.686 0.341 0.419 -0.199
C -1.553 -0.058 1.846 -0.731
O -0.422 -0.124 2.340 -0.121
O -2.628 -0.173 2.508 -0.074
H -2.695 0.659 0.156 0.081
H -1.358 -0.562 -0.097 -0.138
H -1.097 1.224 0.173 0.076
Cl -2.414 -1.727 -0.968 0.182


283
Properties=species:S:1:pos:R:3:mulliken_spin:R:1 method="wB97M-V/def2-TZVPD" e_lumo_ev="0.42 / 0.22" spin_multiplicity=2 e_tot_ha=-7273.018931 fmax_ev_per_a=7.4 gap_ev="8.4 / 8.2" charge=0 e_homo_ev="-7.93 / -7.93"
Ag 14.017 11.109 20.699 0.001
Br 14.183 8.704 21.011 -0.001
C 17.565 13.795 21.874 0.000
C 16.199 13.601 21.244 -0.013
C 15.854 14.431 20.071 0.004
O 15.965 12.150 20.886 0.021
H 17.565 14.904 22.062 0.003
H 18.306 13.686 21.020 0.002
H 17.772 13.250 22.798 -0.002
H 15.382 13.767 21.945 -0.001
H 14.825 14.093 19.762 -0.001
H 16.553 14.173 19.232 -0.002
H 15.833 15.505 20.017 0.001
C 14.663 8.850 17.277 -0.002
C 15.644 9.607 16.379 0.003
C 15.317 9.251 14.948 0.000
C 16.051 10.178 13.996 0.000
C 15.519 11.629 14.209 0.000
C 15.914 12.139 15.591 -0.002
N 15.354 11.069 16.600 -0.002
O 15.866 11.455 17.900 -0.003
C 17.345 12.365 15.703 0.004
C 15.237 13.484 15.827 0.000
C 17.100 9.131 16.709 0.007
H 15.055 7.817 17.396 0.000
H 13.594 8.901 16.877 0.000
H 14.723 9.272 18.333 0.002
H 15.641 8.223 14.851 0.000
H 14.282 9.236 14.750 0.000
H 15.868 9.855 12.980 0.000
H 17.130 10.011 14.113 0.000
H 14.499 11.640 14.070 0.000
H 15.947 12.289 13.420 0.000
H 17.998 11.410 15.778 0.001
H 17.811 12.972 14.866 0.000
H 17.445 12.886 16.673 -0.003
H 14.148 13.372 15.607 0.000
H 15.492 13.825 16.781 0.001
H 15.629 14.237 15.120 0.000
H 17.051 8.112 16.937 0.000
H 17.421 9.664 17.605 0.016
H 17.754 9.277 15.884 0.001
H 16.869 11.277 17.931 -0.012
C 12.471 18.335 23.397 0.000
C 13.886 18.122 23.954 0.000
C 14.774 19.273 23.493 0.000
C 16.162 19.214 24.144 0.000
C 16.028 19.241 25.637 0.000
C 15.076 18.181 26.234 0.001
N 13.806 18.158 25.459 0.000
O 12.906 17.163 25.803 0.000
C 15.848 16.848 26.315 0.000
C 14.697 18.640 27.613 0.000
C 14.394 16.717 23.421 0.000
H 11.953 19.116 23.931 0.000
H 11.924 17.372 23.423 0.000
H 12.483 18.723 22.374 0.000
H 14.865 19.191 22.423 0.000
H 14.161 20.150 23.780 0.000
H 16.706 20.117 23.837 0.000
H 16.718 18.469 23.666 0.000
H 15.654 20.251 25.856 0.000
H 16.994 19.166 26.076 0.000
H 16.423 16.772 27.301 0.000
H 15.191 15.972 26.409 0.000
H 16.395 16.638 25.427 0.000
H 14.182 19.619 27.554 0.000
H 14.083 17.907 28.091 0.000
H 15.614 18.707 28.148 0.000
H 15.493 16.575 23.490 0.000
H 14.182 16.747 22.288 0.001
H 13.784 15.892 23.792 0.000
H 13.349 16.287 25.877 0.000
C 24.257 14.758 26.157 0.000
C 22.867 14.553 25.695 0.000
C 22.314 13.305 26.390 0.000
C 20.794 13.219 26.266 0.001
C 20.142 14.484 26.867 0.000
C 20.624 15.766 26.218 0.000
N 22.054 15.686 26.312 0.000
O 22.651 16.903 25.749 0.000
C 20.057 15.935 24.795 0.000
C 20.131 16.919 27.065 0.000
C 22.871 14.384 24.205 0.000
H 24.785 15.461 25.549 0.000
H 24.860 13.855 26.073 0.000
H 24.192 15.209 27.129 0.000
H 22.806 12.408 26.034 0.000
H 22.610 13.487 27.410 0.000
H 20.439 12.307 26.776 0.000
H 20.504 13.052 25.263 -0.001
H 20.318 14.408 27.926 0.000
H 19.070 14.478 26.825 0.000
H 19.015 16.418 24.701 0.000
H 20.681 16.747 24.366 0.000
H 20.134 15.043 24.162 0.000
H 20.548 16.975 28.091 0.000
H 20.372 17.864 26.630 0.000
H 19.035 16.880 27.148 0.000
H 21.872 14.057 23.866 0.000
H 23.563 13.608 23.734 0.000
H 23.141 15.338 23.633 0.000
H 22.892 17.361 26.528 0.000
C 20.578 12.194 19.602 0.010
C 20.412 10.719 19.658 -0.078
C 21.496 10.135 20.609 0.023
C 21.165 8.743 21.145 -0.025
C 19.837 8.652 21.848 0.012
C 18.601 9.295 21.043 -0.025
N 19.075 10.463 20.154 0.533
O 18.074 11.057 19.588 0.453
C 18.036 8.236 20.140 0.013
C 17.626 9.929 22.031 -0.006
C 20.513 10.021 18.320 0.029
H 20.198 12.555 18.666 0.001
H 21.659 12.462 19.565 0.000
H 20.086 12.806 20.388 0.019
H 22.446 10.185 20.117 0.000
H 21.548 10.950 21.459 -0.007
H 21.923 8.374 21.773 0.000
H 21.276 8.076 20.235 0.000
H 19.896 9.306 22.689 -0.003
H 19.482 7.648 22.149 0.001
H 17.609 7.418 20.759 -0.001
H 17.168 8.671 19.543 0.003
H 18.845 7.904 19.456 0.002
H 16.780 10.444 21.623 -0.001
H 17.204 9.167 22.738 -0.001
H 18.164 10.656 22.666 0.003
H 20.729 8.965 18.384 0.001
H 21.230 10.495 17.664 0.003
H 19.556 10.209 17.806 0.001
H 16.468 12.058 20.183 0.015
C 11.946 10.576 18.378 0.000
C 11.069 11.176 19.489 0.000
C 10.686 10.024 20.511 0.000
C 9.788 10.573 21.611 0.000
C 10.611 11.625 22.367 0.000
C 11.244 12.752 21.510 0.001
N 11.952 12.134 20.259 0.001
O 12.411 13.277 19.465 -0.001
C 10.232 13.789 21.071 0.000
C 12.352 13.524 22.271 0.000
C 9.944 11.851 18.751 0.000
H 12.875 10.129 18.783 0.000
H 12.092 11.433 17.655 0.000
H 11.355 9.802 17.874 0.000
H 10.240 9.231 19.860 0.000
H 11.608 9.538 20.898 0.000
H 9.387 9.849 22.322 0.000
H 8.805 10.989 21.245 0.000
H 11.391 11.061 22.878 0.000
H 10.072 12.047 23.224 0.000
H 10.312 14.580 21.785 0.000
H 10.427 14.303 20.095 0.000
H 9.212 13.515 20.999 0.000
H 13.227 12.849 22.538 0.000
H 12.764 14.264 21.550 0.000
H 11.952 13.971 23.220 0.000
H 9.516 11.242 17.940 0.000
H 10.256 12.769 18.281 0.000
H 9.085 12.086 19.404 0.000
H 13.336 13.030 19.464 0.000
C 20.025 18.984 17.656 0.000
C 20.415 19.225 19.141 0.000
C 19.100 19.480 19.916 0.000
C 18.287 18.242 20.154 0.000
C 19.103 17.172 20.861 -0.001
C 20.429 16.899 20.185 0.001
N 21.114 18.093 19.818 0.000
O 22.344 17.716 19.197 0.000
C 21.311 16.166 21.153 -0.001
C 20.305 15.985 18.944 0.001
C 21.289 20.538 19.328 0.000
H 19.679 19.935 17.236 0.000
H 19.106 18.343 17.542 0.000
H 20.930 18.608 17.091 0.000
H 19.303 19.976 20.900 0.000
H 18.487 20.154 19.309 0.000
H 17.943 17.702 19.199 0.000
H 17.416 18.538 20.728 0.000
H 18.714 16.175 21.074 0.000
H 19.358 17.561 21.860 0.000
H 21.471 16.711 22.072 0.000
H 20.806 15.275 21.535 0.001
H 22.283 15.969 20.780 0.000
H 21.192 15.397 18.835 0.000
H 19.457 15.340 19.153 0.000
H 20.170 16.515 18.018 0.000
H 21.323 20.818 20.392 0.000
H 20.950 21.383 18.666 0.000
H 22.327 20.351 19.004 0.000
H 23.055 18.126 19.763 0.000
C 12.413 11.203 26.098 0.000
C 13.675 10.266 26.069 0.000
C 14.191 10.283 24.671 0.000
C 14.947 11.558 24.278 -0.002
C 16.060 11.746 25.284 0.000
C 15.441 11.850 26.670 0.000
N 14.711 10.643 26.937 0.000
O 14.191 10.733 28.269 0.000
C 16.652 11.923 27.660 0.000
C 14.704 13.185 27.007 0.000
C 13.222 8.805 26.461 0.000
H 11.491 10.681 25.935 0.000
H 12.571 12.045 25.425 0.000
H 12.344 11.615 27.091 0.000
H 14.889 9.402 24.605 0.000
H 13.412 10.043 23.917 0.000
H 14.348 12.480 24.221 0.000
H 15.269 11.434 23.234 0.001
H 16.610 12.686 25.048 0.000
H 16.732 10.874 25.356 0.000
H 16.342 12.170 28.728 0.000
H 17.108 10.928 27.700 0.000
H 17.315 12.720 27.224 0.000
H 15.450 13.989 26.805 0.000
H 13.809 13.422 26.430 0.000
H 14.504 13.286 28.083 0.000
H 12.276 8.578 26.019 0.000
H 13.309 8.660 27.570 0.000
H 13.917 8.021 26.119 0.000
H 14.453 9.847 28.642 0.000
C 15.720 19.237 17.677 0.001
C 14.316 19.610 17.978 0.000
C 13.646 20.023 16.685 0.000
C 13.055 18.863 15.879 0.000
C 12.143 17.963 16.664 0.000
C 12.903 17.441 17.921 0.000
N 13.442 18.641 18.631 0.001
O 14.089 18.168 19.830 0.000
C 11.775 16.747 18.766 0.000
C 13.981 16.407 17.588 0.001
C 14.335 20.797 18.903 0.000
H 15.808 18.501 16.870 0.000
H 16.132 18.859 18.597 0.000
H 16.173 20.158 17.494 0.000
H 12.896 20.783 16.881 0.000
H 14.379 20.532 15.998 0.000
H 13.823 18.197 15.480 0.000
H 12.448 19.364 15.049 0.000
H 11.891 17.107 16.008 0.000
H 11.231 18.488 16.968 0.000
H 12.281 16.247 19.696 0.000
H 11.034 17.426 19.232 0.000
H 11.308 16.105 18.055 0.000
H 14.723 16.362 18.355 0.000
H 13.456 15.471 17.409 0.000
H 14.559 16.618 16.657 -0.001
H 13.307 21.106 18.972 0.000
H 14.932 21.620 18.474 0.000
H 14.656 20.702 19.918 0.000
H 15.006 18.109 19.573 0.000
C 17.794 19.310 14.575 0.000
C 17.296 18.715 13.218 0.000
C 18.167 17.433 12.982 0.000
C 17.499 16.188 13.456 0.000
C 16.062 16.066 12.888 0.000
C 15.295 17.311 12.495 0.000
N 15.839 18.442 13.393 0.000
O 15.148 19.686 13.156 0.000
C 15.462 17.499 11.013 0.000
C 13.839 17.082 12.852 0.000
C 17.696 19.650 12.058 0.000
H 17.007 19.956 14.784 0.000
H 18.799 19.715 14.339 0.000
H 17.698 18.462 15.313 0.000
H 18.365 17.305 11.881 0.000
H 19.155 17.614 13.490 0.000
H 17.314 16.223 14.550 0.000
H 18.130 15.316 13.349 0.000
H 15.475 15.500 13.581 0.000
H 16.081 15.493 11.997 0.000
H 16.507 17.358 10.637 0.000
H 14.860 16.780 10.387 0.000
H 15.189 18.452 10.690 0.000
H 13.293 17.872 12.409 0.000
H 13.545 16.191 12.292 0.000
H 13.789 16.973 13.902 0.000
H 18.812 19.742 12.147 0.000
H 17.211 20.624 12.131 0.000
H 17.485 19.160 11.112 0.000
H 14.399 19.674 13.728 0.000


103
Properties=species:S:1:pos:R:3:lowdin_charge:R:1 method="wB97M-V/def2-TZVPD" e_lumo_ev=0.25 e_above_lowest_ev=0.082 e_tot_ha=-2283.998662 fmax_ev_per_a=1.8 smiles=COCCNCCOC.OCCO.OCCO.OCCO.OCCO.OCCO.OCCO.OCCO.O.O.O gap_ev=9.8 charge=0 e_homo_ev=-9.57
C 2.263 -2.674 -4.861 -0.135
O 0.984 -2.250 -5.175 -0.210
C 0.047 -3.309 -4.953 -0.201
C -1.335 -2.783 -5.255 -0.212
N -1.753 -1.839 -4.222 -0.056
C -3.122 -1.323 -4.557 -0.181
C -3.505 -0.177 -3.653 -0.257
O -2.653 0.903 -3.889 -0.182
C -3.144 2.082 -3.283 -0.105
H 2.348 -2.888 -3.787 0.098
H 2.983 -1.881 -5.080 0.092
H 2.576 -3.544 -5.449 0.092
H 0.037 -3.504 -3.868 0.127
H 0.311 -4.176 -5.562 0.127
H -2.055 -3.602 -5.291 0.125
H -1.290 -2.342 -6.270 0.129
H -1.228 -0.961 -4.198 0.105
H -3.827 -2.109 -4.258 0.125
H -3.196 -1.008 -5.599 0.123
H -3.414 -0.474 -2.603 0.120
H -4.554 0.070 -3.866 0.127
H -2.339 2.821 -3.260 0.089
H -3.447 1.951 -2.236 0.084
H -3.987 2.523 -3.834 0.090
C 5.415 1.902 3.889 -0.232
C 4.220 2.467 3.209 -0.260
O 3.324 3.076 4.149 -0.088
O 5.061 0.631 4.493 -0.073
H 5.904 2.593 4.576 0.123
H 6.155 1.621 3.122 0.117
H 3.679 1.642 2.727 0.127
H 4.528 3.167 2.420 0.112
H 2.440 2.661 4.029 0.027
H 5.468 0.565 5.360 0.076
C -0.095 -0.150 1.574 -0.200
C -1.235 0.462 0.813 -0.213
O -1.113 0.318 -0.607 -0.101
O 1.059 0.704 1.489 -0.091
H 0.036 -1.190 1.255 0.108
H -0.393 -0.207 2.628 0.121
H -1.322 1.534 1.078 0.103
H -2.225 0.106 1.131 0.115
H -0.307 0.868 -0.863 0.066
H 1.299 0.739 0.541 0.083
C 3.142 -4.155 1.392 -0.288
C 2.889 -5.196 2.435 -0.213
O 1.638 -5.892 2.162 -0.085
O 2.307 -3.039 1.364 -0.063
H 3.113 -4.687 0.422 0.124
H 4.165 -3.783 1.480 0.122
H 2.869 -4.722 3.425 0.126
H 3.715 -5.910 2.349 0.119
H 1.703 -6.740 2.619 0.095
H 1.362 -3.298 1.365 0.048
C -1.589 -3.919 1.664 -0.227
C -1.270 -3.717 3.141 -0.207
O -0.617 -4.879 3.725 -0.099
O -0.441 -3.602 0.876 -0.130
H -2.460 -3.297 1.383 0.117
H -1.905 -4.952 1.459 0.123
H -2.202 -3.562 3.682 0.114
H -0.559 -2.886 3.255 0.112
H 0.142 -5.117 3.158 0.037
H -0.721 -3.349 -0.045 0.058
C 1.624 1.917 -2.592 -0.184
C 1.509 0.559 -3.242 -0.265
O 1.725 0.707 -4.621 -0.054
O 1.140 1.781 -1.246 -0.143
H 0.976 2.583 -3.170 0.133
H 2.651 2.272 -2.531 0.125
H 0.562 0.100 -2.934 0.112
H 2.260 -0.134 -2.814 0.128
H 1.469 -0.138 -5.032 0.063
H 0.750 2.626 -0.855 0.070
C -3.904 3.354 2.209 -0.239
C -2.551 3.895 1.857 -0.245
O -2.443 4.301 0.499 -0.059
O -4.835 4.435 2.337 -0.063
H -3.879 2.776 3.138 0.126
H -4.288 2.666 1.444 0.103
H -1.760 3.192 2.108 0.102
H -2.383 4.747 2.536 0.132
H -3.196 4.883 0.327 0.103
H -5.424 4.279 3.073 0.079
C 1.717 4.148 1.847 -0.264
C 1.556 4.635 0.420 -0.156
O 0.333 4.142 -0.248 -0.100
O 1.050 5.000 2.748 -0.043
H 2.792 4.088 2.080 0.093
H 1.362 3.104 1.912 0.102
H 2.461 4.433 -0.147 0.119
H 1.454 5.734 0.437 0.128
H -0.383 4.336 0.399 0.074
H 1.095 4.579 3.616 0.081
O -1.571 -2.473 -1.307 -0.077
H -1.764 -2.606 -2.267 0.034
H -1.464 -1.507 -1.194 0.022
O -4.758 0.052 2.104 -0.063
H -5.624 0.004 2.533 0.044
H -4.917 0.544 1.287 0.027
O 0.744 1.905 4.058 -0.058
H 0.934 1.476 3.188 0.018
H 1.103 1.295 4.726 0.077


20
Properties=species:S:1:pos:R:3:lowdin_charge:R:1 method="wB97M-V/def2-TZVPD" e_lumo_ev=0.31 e_above_lowest_ev=2.775 e_tot_ha=-929.647836 fmax_ev_per_a=4.9 gap_ev=9.8 charge=0 e_homo_ev=-9.46
C 0.660 2.561 1.061 -0.191
C 1.332 -0.134 -2.080 -0.049
C 2.213 -0.022 -1.046 -0.073
C 0.158 0.715 -2.156 -0.051
C 1.935 0.933 -0.057 -0.026
C -0.135 1.483 -1.099 -0.105
C 0.667 1.534 0.014 -0.315
N 0.589 3.201 2.011 0.157
N -1.335 -0.907 2.846 -0.161
O -2.431 -0.632 0.496 -0.319
O 0.018 -1.549 0.966 -0.428
S -0.877 -0.452 1.299 0.883
H 1.478 -0.812 -2.997 0.133
H 2.945 -0.722 -0.935 0.082
H -0.476 0.641 -2.981 0.089
H 2.671 0.999 0.670 0.101
H -1.022 2.076 -0.937 0.128
H -2.500 -1.587 0.294 0.048
H -1.036 -1.820 3.016 0.021
H -2.223 -0.522 3.195 0.075